1.
# C9H14O

A 2-piece molecular cluster, C9H14O overall at a distorted geometry (ωB97M-V/def2-TZVPD, OMol25).

Summary:
- energy above the lowest of the compared OMol25 structures with the same formula, charge and spin (kcal per mole) = 22.6
- M (u) = 138.210
- E (eV) = -11605.338

```
! wB97M-V def2-TZVPD RIJCOSX def2/J DEFGRID3
* xyz -1 2
C -0.71873 2.54425 -0.15800
C 1.70789 -0.41628 -0.39101
C 2.18056 -0.46307 0.91445
C 0.80447 0.61410 -0.72127
C 0.49374 1.68936 0.12752
C 1.65652 0.42193 1.90366
C 0.97730 1.58396 1.41970
O 3.09335 -1.44629 1.21788
H 1.97429 -1.21872 -1.05539
H 0.45645 0.54386 -1.75643
H 1.65186 0.25089 2.96682
H 3.14642 -1.57175 2.16083
H -0.56115 3.32843 -0.90241
H -1.19676 2.96570 0.73717
H 0.66291 2.31423 2.16475
H -1.53990 1.89208 -0.47462
C -1.71079 -2.14855 -0.45026
C -2.06594 -1.15410 -1.54884
H -2.13876 -1.82882 0.50453
H -1.88185 -3.11441 -0.92762
H -0.67302 -2.10841 -0.09507
H -1.85611 -0.09322 -1.40804
H -3.10560 -1.27989 -1.84916
H -1.35716 -1.30528 -2.37920
*
```

---

2.
# C9H14O

A 2-piece molecular cluster, C9H14O overall at a distorted geometry (ωB97M-V/def2-TZVPD, OMol25).

Summary:
- SMILES string = Cc1ccc(O)cc1.CC
- energy above the lowest of the compared OMol25 structures with the same formula, charge and spin (kcal per mole) = 20.0
- M (u) = 138.210
- E (eV) = -11606.770

```
! wB97M-V def2-TZVPD RIJCOSX def2/J DEFGRID3
* xyz 0 1
C -1.12773 1.14535 2.60052
C -0.50021 1.38472 1.29604
C -0.27676 2.63820 0.75253
C 0.23520 2.83262 -0.54697
C 0.42376 1.70249 -1.28880
O 0.84949 1.87308 -2.61167
C 0.22930 0.41796 -0.79926
C -0.29872 0.23870 0.44628
H -1.91983 1.87252 2.80206
H -0.47076 1.41714 3.44997
H -1.30945 0.09960 2.83803
H -0.36837 3.52002 1.37931
H 0.33701 3.84661 -0.88938
H 1.12512 1.01111 -2.89402
H 0.38240 -0.39040 -1.51020
H -0.37634 -0.68717 1.00103
C -0.41344 -4.97637 0.41628
C 0.87787 -4.77857 -0.44352
H -1.29778 -4.54114 -0.04415
H -0.62401 -6.03694 0.27344
H -0.29034 -4.66635 1.44306
H 0.62895 -5.21747 -1.40190
H 0.95466 -3.70497 -0.65653
H 1.78987 -5.14270 -0.00278
*
```

---

3.
# C9H14O

A 2-piece molecular cluster, C9H14O overall at a distorted geometry (ωB97M-V/def2-TZVPD, OMol25).

Summary:
- SMILES string = Cc1ccc(O)cc1.CC
- energy above the lowest of the compared OMol25 structures with the same formula, charge and spin (kcal per mole) = 30.3
- M (u) = 138.210
- E (eV) = -11606.321

```
! wB97M-V def2-TZVPD RIJCOSX def2/J DEFGRID3
* xyz 0 1
C 1.28550 -3.48861 -0.50779
C 0.54287 -2.16014 -0.66907
C -0.60186 -1.93706 0.10963
C -1.17583 -0.69301 -0.03878
C -0.65997 0.20630 -0.99910
O -1.29062 1.43485 -1.02099
C 0.11490 -0.23140 -2.07942
C 0.81813 -1.41202 -1.78213
H 2.31795 -3.43043 -0.93155
H 0.82565 -4.16195 -1.24604
H 1.27675 -3.87411 0.54113
H -1.05371 -2.61587 0.80962
H -1.81728 -0.19771 0.69863
H -0.81214 1.97385 -1.66121
H 0.29192 0.30045 -3.01313
H 1.64514 -1.76114 -2.35886
C -0.16266 3.45181 1.42116
C -0.31248 2.11213 2.18677
H -0.47954 3.24882 0.38545
H -0.76078 4.17823 1.89812
H 0.89884 3.67713 1.15424
H -0.96512 1.44217 1.65244
H -0.63700 2.24275 3.19425
H 0.71136 1.69497 2.25663
*
```

---

4.
# C9H14O

A 2-piece molecular cluster, C9H14O overall at a distorted geometry (ωB97M-V/def2-TZVPD, OMol25).

Summary:
- SMILES string = Cc1ccc(O)cc1.CC
- energy above the lowest of the compared OMol25 structures with the same formula, charge and spin (kcal per mole) = 39.5
- M (u) = 138.210
- E (eV) = -11605.925

```
! wB97M-V def2-TZVPD RIJCOSX def2/J DEFGRID3
* xyz 0 1
C -3.15534 -1.26421 1.62501
C -1.75638 -1.13616 0.95967
C -1.48265 -0.00071 0.13240
C -0.38090 0.15590 -0.65555
C 0.57152 -0.93283 -0.67138
O 1.82920 -0.94249 -1.25945
C 0.30509 -2.02300 0.05546
C -0.86764 -2.16349 0.83718
H -3.28028 -0.48632 2.42445
H -3.39789 -2.25480 1.98866
H -4.07721 -1.01193 1.04666
H -2.07230 0.88949 0.25966
H -0.24008 1.03795 -1.25928
H 2.09538 -0.02622 -1.38752
H 1.09618 -2.65437 0.09427
H -0.92838 -2.82409 1.51582
C 1.47961 2.79787 -0.58234
C 2.63945 3.76727 -0.36151
H 1.70040 1.76427 -0.91002
H 1.03962 2.70706 0.38826
H 0.65295 3.09337 -1.26651
H 3.07025 3.57059 0.62609
H 2.23459 4.80187 -0.34735
H 3.35666 3.72926 -1.13117
*
```

---

5.
# C9H14O

A 2-piece molecular cluster, C9H14O overall at a distorted geometry (ωB97M-V/def2-TZVPD, OMol25).

Summary:
- SMILES string = Cc1ccc(O)cc1.CC
- energy above the lowest of the compared OMol25 structures with the same formula, charge and spin (kcal per mole) = 10.1
- M (u) = 138.210
- E (eV) = -11607.197

```
! wB97M-V def2-TZVPD RIJCOSX def2/J DEFGRID3
* xyz 0 1
C 0.75412 -2.24061 3.66589
C 0.23594 -1.89070 2.29446
C 1.14426 -1.32466 1.40173
C 0.70050 -0.68989 0.24488
C -0.63347 -0.80842 -0.09828
O -1.11202 -0.47989 -1.34196
C -1.59153 -1.24853 0.81200
C -1.12017 -1.76107 2.00766
H 1.55663 -2.93098 3.52251
H 0.04928 -2.78536 4.28794
H 1.14572 -1.36774 4.18229
H 2.18855 -1.24785 1.67575
H 1.41525 -0.23658 -0.43150
H -0.46030 0.05399 -1.82576
H -2.63904 -1.09407 0.60517
H -1.78500 -2.14885 2.73254
C 0.16710 2.05640 -2.83579
C -0.08857 3.51650 -3.10534
H -0.73014 1.47468 -3.05173
H 0.93408 1.56774 -3.42765
H 0.45821 1.86745 -1.79809
H 0.77211 4.17811 -3.02617
H -0.82858 3.89809 -2.39940
H -0.53297 3.64224 -4.09112
*
```

---

6.
# C9H14O

A 2-piece molecular cluster, C9H14O overall at a distorted geometry (ωB97M-V/def2-TZVPD, OMol25).

Summary:
- SMILES string = Cc1ccc(O)cc1.CC
- energy above the lowest of the compared OMol25 structures with the same formula, charge and spin (kcal per mole) = 5.5
- M (u) = 138.210
- E (eV) = -11607.397

```
! wB97M-V def2-TZVPD RIJCOSX def2/J DEFGRID3
* xyz 0 1
C 0.61760 2.60347 1.54806
C 0.65587 1.13625 1.23078
C -0.29378 0.24367 1.73124
C -0.25451 -1.08049 1.35256
C 0.74640 -1.53595 0.51205
O 0.73637 -2.88176 0.25345
C 1.72176 -0.68473 0.03828
C 1.62338 0.66775 0.35846
H 0.06791 2.85581 2.45904
H 0.17729 3.19745 0.74180
H 1.61352 3.00840 1.73592
H -1.02708 0.67719 2.40441
H -0.97369 -1.84016 1.62865
H 1.27050 -3.08560 -0.51921
H 2.54426 -1.07205 -0.55788
H 2.28690 1.38846 -0.11341
C -2.03818 0.75139 -2.11151
C -2.49518 0.37440 -3.51551
H -2.06206 -0.15399 -1.48467
H -1.00845 1.10738 -2.06483
H -2.72684 1.41520 -1.59593
H -2.61187 1.22871 -4.17819
H -3.46302 -0.14239 -3.45278
H -1.85757 -0.39562 -3.94668
*
```